(1)
# C20H30FN5O4Pt

A molecular structure, C20H30FN5O4Pt (ωB97M-V/def2-TZVPD, the Open Molecules 2025 dataset).

Results
* charge: +2
* lowest unoccupied orbital energy (spin up / spin down): -5.162 / -5.163 eV
* energy relative to the best compared isomer or geometry (same formula, charge and spin): 37.4 kcal per mole

XYZ file:
```
61
Properties=species:S:1:pos:R:3:forces:R:3:mulliken_charge:R:1
H 3.010 1.801 1.584 -0.02 -0.03 -0.01 0.66
H -4.500 0.409 -2.798 -0.04 0.04 -0.22 0.39
H 5.864 1.297 -0.654 0.00 0.03 0.00 0.32
H -3.962 -1.986 2.073 0.01 -0.04 0.02 0.35
C 0.947 -0.316 -0.863 -0.12 -0.02 -0.07 -0.77
C -5.901 -1.041 -3.200 -0.02 -0.15 0.07 -0.57
H 5.218 -1.132 -1.310 0.03 0.01 -0.04 0.43
Pt -4.008 -0.400 -0.513 -0.88 -0.16 -0.07 0.89
O -1.794 0.161 -1.089 0.65 0.12 0.13 -1.06
H 7.415 -0.634 2.204 0.06 -0.01 0.01 0.34
H -5.651 -1.685 1.716 -0.02 -0.03 -0.01 0.35
C 0.301 0.688 -0.139 -0.07 -0.04 0.06 0.70
N 4.471 0.049 0.321 -0.03 0.09 0.02 0.19
C -3.136 2.465 0.406 -0.20 -0.16 -0.10 0.46
H 0.585 4.209 2.576 -0.03 0.05 -0.02 0.46
H 2.120 3.585 2.031 -0.01 0.04 -0.06 0.42
H -5.120 -3.319 -2.181 0.33 0.18 0.39 0.28
H 4.810 2.128 0.472 -0.05 0.03 0.01 0.49
C -4.481 -2.153 -0.008 0.23 0.48 -0.36 0.78
N 6.568 -0.450 1.669 0.01 0.05 -0.19 -0.15
C -0.879 2.702 1.258 0.05 0.06 0.04 -0.04
H -6.293 -0.307 -3.904 0.03 0.09 0.01 0.41
C -1.146 0.893 -0.300 -0.16 -0.14 -0.26 1.41
H 0.335 2.367 4.213 0.04 -0.01 -0.02 0.34
C 1.311 2.567 3.769 -0.04 0.00 0.01 -1.00
N 0.436 2.488 1.439 0.07 0.03 0.10 0.16
H 4.592 -2.021 0.075 -0.01 -0.03 0.01 0.52
H 1.877 3.186 4.465 -0.01 -0.03 -0.01 0.37
C -4.800 -2.316 1.458 0.12 0.24 0.16 -1.16
C -5.839 -2.357 -3.952 0.13 0.06 0.05 -0.70
C 3.078 0.251 0.137 0.19 -0.12 0.03 -1.24
H 7.359 1.448 1.164 0.05 -0.06 0.02 0.37
N -5.693 -3.538 -3.039 -0.27 -0.16 -0.39 -0.14
H -1.309 3.542 1.791 0.01 -0.02 0.01 0.50
H -6.601 -3.848 -2.693 -0.03 0.00 0.00 0.39
C 6.569 -1.185 0.356 -0.08 0.00 0.00 -0.75
N -4.586 -0.596 -2.678 0.11 0.09 0.61 -0.60
O -4.076 1.619 0.077 0.39 0.26 0.05 -0.92
H -5.028 -3.357 1.667 0.01 -0.07 0.03 0.34
C 2.434 1.227 0.872 0.04 0.11 0.14 -0.43
H 0.371 -0.923 -1.549 0.02 0.02 0.01 0.53
H 6.893 -2.209 0.517 0.02 -0.02 0.07 0.39
H -4.995 -2.364 -4.639 0.02 -0.05 -0.03 0.38
C 1.061 1.473 0.735 0.01 0.11 0.00 -0.14
H 6.069 1.473 2.376 -0.02 -0.06 0.03 0.43
C 2.289 -0.516 -0.736 0.04 -0.01 -0.06 0.47
C 1.155 3.294 2.442 0.00 -0.10 -0.03 -0.93
O -4.541 -3.102 -0.776 -0.24 -0.63 -0.18 -0.79
H -3.816 -1.009 -3.195 0.07 -0.01 0.02 0.26
H 7.297 -0.689 -0.280 0.03 0.05 0.02 0.35
H 5.772 -0.783 2.212 -0.04 -0.01 0.06 0.37
C -1.701 1.970 0.452 0.02 0.02 0.01 -0.33
C 6.392 1.030 1.436 -0.04 0.06 -0.03 -0.74
C 5.361 1.208 0.316 -0.03 -0.21 -0.14 -0.67
H -6.607 -1.105 -2.373 -0.03 0.04 0.02 0.26
F 2.870 -1.471 -1.493 -0.02 -0.01 -0.03 -0.34
C 5.145 -1.133 -0.220 -0.05 0.11 0.10 -0.75
H -6.745 -2.490 -4.536 -0.04 -0.03 -0.03 0.38
H -5.265 -4.333 -3.511 -0.05 -0.01 -0.06 0.38
O -3.331 3.625 0.700 -0.09 -0.06 0.04 -0.63
H 1.829 1.614 3.647 -0.01 0.02 0.02 0.32
```
Positions in Å, forces in eV/Å.

***

(2)
# C20H30IrN3O5P

A molecular structure, C20H30IrN3O5P (ωB97M-V/def2-TZVPD, the Open Molecules 2025 dataset).

Results
* charge: +4
* lowest unoccupied orbital energy (spin up / spin down): -13.882 / -18.128 eV
* spin multiplicity: 6
* energy relative to the best compared isomer or geometry (same formula, charge and spin): 41.3 kcal per mole

XYZ file:
```
60
Properties=species:S:1:pos:R:3:forces:R:3:mulliken_charge:R:1
H -2.898 -2.329 0.790 0.10 0.20 0.22 0.42
H -2.467 -2.026 2.496 -0.09 0.18 -0.14 0.42
H 1.505 -1.638 4.731 0.00 0.02 0.01 0.33
H 1.396 -3.604 -3.912 0.11 0.16 -0.14 0.33
H -1.008 3.690 -2.583 -0.05 0.09 0.16 0.49
H 0.772 -4.550 2.028 0.06 0.14 -0.29 0.48
H 0.994 -4.320 -0.432 -0.30 -0.08 -0.16 0.33
C -1.862 3.003 -0.711 -0.71 -1.15 -0.60 0.13
H -0.751 3.911 2.408 -0.09 -0.07 -0.33 0.49
P -0.478 -1.318 -0.282 -5.81 -0.25 1.37 -0.37
C 1.253 -1.656 -3.236 -0.63 1.66 0.61 0.71
H 1.307 -2.367 -5.206 0.07 0.05 0.22 0.36
H -3.798 -0.637 -3.760 0.13 0.03 0.12 0.45
C -0.030 4.570 -0.868 0.50 1.25 -1.00 -0.39
C 4.172 2.750 0.105 -1.64 -0.06 0.34 0.55
C -1.804 3.056 0.694 -0.79 -0.56 0.21 -0.05
H -3.291 0.051 0.413 -0.24 0.07 0.16 0.08
C 0.122 4.498 0.518 1.77 0.61 0.75 -0.15
O 3.522 1.306 -2.333 -1.99 -1.89 1.71 -0.37
O -1.722 -0.682 -1.117 1.67 -0.82 0.19 -0.10
H -2.858 0.427 2.116 -0.13 -0.11 0.10 0.19
C 5.552 3.152 0.260 0.46 0.00 -0.05 -0.94
C -3.303 -0.310 1.445 -0.15 0.24 -0.03 -0.87
C -0.810 3.831 1.314 -0.37 -0.10 1.31 -0.26
H 6.136 2.334 0.692 -0.11 0.09 0.00 0.32
H 1.290 -2.916 1.567 -0.05 0.03 -0.04 0.33
O 2.430 0.304 2.218 -1.72 -0.44 -3.52 -0.40
O -0.429 -2.879 -0.731 0.58 1.07 0.23 -0.02
C 1.716 -2.596 -4.211 0.01 -0.54 -0.20 -1.07
H -2.510 2.468 1.283 0.19 0.08 -0.02 0.45
H -1.698 0.379 -2.908 0.01 -0.25 0.13 0.30
C -2.000 -0.620 -2.563 -0.18 -0.14 -0.38 0.01
H 0.562 5.282 -1.468 -0.11 -0.38 0.34 0.45
H 0.291 -1.109 5.906 0.00 0.03 -0.01 0.36
C 2.755 0.845 -1.590 1.91 2.67 -2.72 0.54
C 0.097 -3.966 0.090 0.62 -0.49 0.55 -0.13
H 5.996 3.420 -0.704 -0.14 -0.03 0.06 0.34
H -1.411 -1.375 -3.105 -0.28 0.34 0.34 0.19
H -0.080 -2.438 4.803 0.01 0.04 0.01 0.34
N -0.509 0.281 3.232 0.63 -0.66 0.73 -0.40
N 3.044 2.460 0.033 1.66 1.13 0.56 -0.55
C -0.981 3.763 -1.495 -0.13 -0.29 -0.80 -0.23
H -2.546 2.295 -1.218 0.18 0.64 0.45 0.46
H -0.392 -3.234 2.092 0.30 -0.16 -0.11 0.08
C -0.080 -0.529 3.943 -0.73 1.47 -0.74 0.52
C -3.478 -0.884 -2.743 -0.10 -0.33 0.03 -1.35
N 0.871 -0.838 -2.493 1.56 -2.24 -1.81 -0.53
H -3.658 -1.957 -2.604 -0.16 0.27 0.07 0.36
H 1.005 4.939 1.001 -0.35 0.01 -0.24 0.52
H 2.813 -2.553 -4.245 -0.14 -0.01 -0.06 0.40
H -4.096 -0.319 -2.033 0.16 -0.09 -0.18 0.29
H 5.608 4.019 0.927 -0.04 -0.13 -0.07 0.34
C 0.453 -3.629 1.523 -0.45 -0.27 0.19 -0.86
C 2.008 0.110 1.151 2.92 0.45 5.20 0.74
O -1.113 -1.313 1.181 1.87 0.47 -2.02 0.43
H -4.334 -0.513 1.745 0.06 0.12 -0.01 0.46
Ir 1.464 -0.193 -0.597 0.10 -1.38 -0.69 0.29
C -2.518 -1.577 1.500 -0.26 -0.76 -0.09 -0.51
C 0.438 -1.482 4.892 0.17 -0.46 0.33 -1.06
H -0.657 -4.786 0.053 0.14 0.53 -0.25 0.33
```
Positions in Å, forces in eV/Å.

***

(3)
# C20H30MnNP

A molecular structure, C20H30MnNP (ωB97M-V/def2-TZVPD, the Open Molecules 2025 dataset).

Results
* lowest unoccupied orbital energy (spin up / spin down): 0.164 / -0.675 eV
* spin multiplicity: 6

XYZ file:
```
53
Properties=species:S:1:pos:R:3:forces:R:3:mulliken_charge:R:1
H -2.091 -2.789 -1.060 0.32 0.21 -0.04 0.58
C -0.638 2.880 -1.635 0.48 0.61 0.91 -1.31
C -1.029 0.394 -1.197 0.37 0.62 -0.15 0.28
C 0.644 -1.170 5.023 -0.14 0.23 0.19 -0.47
H 2.908 -3.744 -1.134 -0.02 0.15 0.09 0.30
H -2.454 2.470 -3.534 0.20 -0.47 -0.07 0.41
H 2.418 3.900 0.516 -0.32 0.12 -0.08 0.37
H -0.606 2.369 2.025 0.53 0.86 1.35 0.02
H -2.387 -1.843 -3.362 -0.02 0.18 0.13 0.41
C -1.145 -2.212 -1.047 0.15 -0.36 0.57 -0.12
H -0.410 -1.164 1.316 -0.62 -0.15 0.21 -0.30
H -3.230 0.261 -4.431 0.30 -0.25 0.36 0.36
H 0.825 4.310 1.205 0.16 0.11 -0.30 0.38
C -1.381 -0.870 -1.711 -0.95 0.50 -1.08 -0.15
H 3.022 -1.977 -0.958 -0.26 -0.26 0.24 0.25
C -1.352 0.573 4.088 0.50 -0.26 0.32 -0.16
H 0.533 -2.078 3.065 -0.07 0.24 0.22 0.33
H 0.102 -4.005 -0.963 -0.57 0.21 -0.35 0.60
C -0.861 0.705 5.391 0.00 -0.24 -0.09 -0.66
C 1.357 4.064 0.274 0.11 0.44 -0.14 -1.13
H -2.189 -0.666 1.543 0.31 -0.33 0.05 0.58
H 1.257 4.888 -0.449 0.14 -0.17 0.33 0.36
H 1.901 -2.941 0.092 0.24 0.19 -0.23 0.23
Mn -0.710 1.154 0.759 -1.27 -2.70 -1.23 -0.99
H -0.904 -2.078 0.014 -0.12 -0.02 -0.59 -0.54
C 1.959 1.760 -1.423 0.53 0.16 -0.30 -1.06
P 0.679 2.510 -0.359 1.48 0.19 -1.97 0.85
C -0.806 -0.398 3.235 -0.07 -0.43 -0.29 0.62
C 1.568 -1.957 -3.107 -0.05 -0.26 -0.14 -0.88
H -1.262 1.485 6.046 0.16 -0.28 -0.19 0.34
C 2.321 -2.829 -0.919 -0.24 -0.23 -0.31 -0.86
C -2.562 0.285 -3.562 0.20 0.06 0.08 -0.82
H -1.364 3.599 -1.208 0.24 -0.25 -0.16 0.41
C 0.165 -1.290 3.727 0.05 0.27 0.45 -0.66
H 0.556 -0.029 6.859 -0.22 -0.06 -0.24 0.36
C -2.115 -0.880 -2.924 0.00 -0.10 -0.03 -0.41
H 1.932 -2.678 -3.871 0.01 0.34 0.03 0.29
H -0.443 -3.553 -2.617 0.14 -0.01 0.37 0.40
H 1.532 0.917 -1.989 0.00 0.36 0.28 0.12
H -0.128 3.396 -2.467 -0.37 -0.31 0.03 0.48
H 2.765 1.360 -0.790 -0.18 0.18 -0.20 0.38
H 0.658 -1.472 -3.504 0.51 -0.01 0.10 0.24
C -1.265 1.542 -1.989 -0.79 -0.09 -0.60 1.80
H 0.120 2.036 1.973 -0.68 1.07 0.98 0.14
C 0.142 -0.156 5.858 0.05 0.02 -0.13 -0.45
C -1.133 -0.492 1.796 0.12 -0.36 1.06 -0.46
H -2.117 1.245 3.691 0.13 -0.11 0.23 0.41
H 1.400 -1.872 5.390 -0.26 0.33 -0.07 0.36
N 1.257 -2.616 -1.873 -0.05 0.80 0.53 0.36
H 2.379 2.496 -2.130 -0.09 -0.29 0.23 0.41
C -0.059 -3.155 -1.656 0.12 -0.17 -0.17 -1.54
H 2.363 -1.211 -2.923 -0.38 -0.15 -0.30 0.25
C -2.122 1.521 -3.094 0.17 -0.12 0.12 -0.73
```
Positions in Å, forces in eV/Å.

***

(4)
# C20H30N2O5S

A single C20H30N2O5S molecule (ωB97M-V/def2-TZVPD, the Open Molecules 2025 dataset).

Results
* SMILES: CCOC(=O)c1c(NC(=O)CCC(=O)N(CC)CC)sc2c1CC(C)(C)OC2
* lowest unoccupied orbital energy: 0.574 eV
* energy relative to the best compared isomer or geometry (same formula, charge and spin): 4.5 kcal per mole

XYZ file:
```
58
Properties=species:S:1:pos:R:3:forces:R:3:mulliken_charge:R:1
C -4.529 0.643 0.002 -0.27 -0.53 -0.18 1.73
H -5.544 1.228 -1.807 -0.10 0.06 -0.05 0.44
C 3.372 1.624 -2.339 0.06 0.14 0.12 -0.79
H 0.816 -3.731 -0.323 0.08 -0.01 0.00 0.19
C -0.059 1.049 -1.077 -0.23 0.05 0.20 0.03
H -0.431 -4.092 0.883 -0.02 -0.05 0.10 0.30
H -5.657 0.178 1.787 0.01 -0.01 0.12 0.42
H -3.160 3.571 0.675 0.04 -0.06 0.10 0.39
C 3.677 0.041 -0.450 0.21 0.36 0.20 0.49
O 1.661 3.091 -1.483 0.31 0.21 -0.08 -0.63
C -3.300 -0.207 0.395 -0.15 0.23 -0.03 -1.25
O 3.843 -1.048 -0.972 0.12 -0.30 -0.38 -0.68
H 3.800 2.693 2.805 0.05 0.12 0.09 0.44
C 4.253 1.283 -1.119 0.00 -0.20 -0.11 -0.70
O -4.402 2.021 0.370 -0.24 -0.03 -0.08 -0.44
C -4.720 0.581 -1.520 0.07 0.14 0.37 -1.66
H -2.153 -4.143 -0.963 0.11 0.08 -0.05 0.36
N 1.147 0.919 -1.711 0.00 -0.23 -0.26 0.06
H 2.411 -2.531 2.657 -0.04 -0.10 0.09 0.44
H 3.333 0.764 -3.007 0.04 0.00 -0.01 0.32
C 2.905 -1.598 2.401 -0.12 0.12 -0.20 -1.46
H 4.321 2.146 -0.463 0.02 0.04 0.02 0.29
O -1.476 -2.267 -0.750 -0.10 0.27 0.14 -0.30
C 3.971 1.751 2.291 -0.26 -0.03 -0.08 -1.30
C 2.763 1.422 1.413 0.28 0.34 0.12 -0.71
H 2.559 2.256 0.737 -0.08 -0.06 0.08 0.35
H 1.374 -0.039 -1.993 0.07 0.24 0.03 0.32
H -0.030 -5.281 -0.367 0.03 -0.13 0.00 0.41
H 2.841 -0.930 3.256 0.03 0.03 0.13 0.28
C -2.069 0.489 -0.075 0.04 0.40 0.19 0.35
H 4.876 1.841 1.695 0.10 0.04 -0.06 0.25
C -0.934 0.011 -0.793 0.19 0.35 -0.06 -0.42
C 2.239 -0.990 1.171 -0.03 -0.37 -0.03 -0.37
H 3.792 2.483 -2.862 -0.11 -0.05 0.00 0.44
C 1.995 1.974 -1.837 0.25 -0.17 -0.38 0.42
H 1.201 -0.720 1.396 0.04 0.01 -0.05 0.15
O 0.362 -1.634 -1.877 -0.04 -0.22 0.02 -0.78
H -3.390 -1.201 -0.035 -0.10 0.03 0.09 0.43
C -3.155 2.491 0.840 0.13 0.20 0.27 -0.60
C -5.777 0.107 0.709 0.35 0.28 -0.13 -1.81
C -1.197 -3.628 -1.077 0.29 -0.53 -0.17 -0.32
C -0.140 -4.222 -0.157 -0.21 0.30 -0.16 -1.01
H 3.951 -1.807 2.189 0.12 -0.04 0.02 0.34
H -6.640 0.701 0.422 -0.13 0.04 -0.03 0.41
H -0.864 -3.683 -2.119 -0.14 -0.02 0.14 0.31
H 4.135 0.974 3.033 0.04 -0.07 0.07 0.31
H -4.937 -0.436 -1.836 -0.04 -0.15 -0.06 0.36
H -5.951 -0.931 0.438 -0.05 -0.14 -0.04 0.35
S -0.588 2.580 -0.490 -0.75 -0.37 0.27 -0.32
H 5.251 1.026 -1.475 -0.06 0.00 0.10 0.43
H -3.820 0.924 -2.025 0.08 0.04 -0.08 0.33
H -3.081 2.308 1.928 -0.02 0.10 -0.17 0.21
N 2.921 0.190 0.665 -0.12 -0.19 0.11 0.90
H 2.246 -1.721 0.360 -0.12 0.11 0.13 0.27
H 1.882 1.303 2.048 -0.01 0.03 -0.13 0.42
C -2.017 1.828 0.150 0.29 -0.35 -0.20 0.32
H -3.269 -0.301 1.485 -0.03 -0.09 0.04 0.39
C -0.611 -1.350 -1.198 0.15 0.11 -0.13 0.90
```
Positions in Å, forces in eV/Å.

***

no.,M (u),E (Eh)
1,618.6,-1573.48252
2,615.7,-1764.36647
3,370.4,-2326.98046
4,410.5,-1664.06699